(1)
This record from the OMol25 dataset describes C5H9N3O4 in the gas phase at a distorted geometry. The level of theory is the ωB97M-V functional and the def2-TZVPD basis.

Summary:
- LUMO (alpha / beta) (eV) = -1.02 / -1.02
- highest occupied orbital energy (alpha / beta) (eV) = -8.859 / -8.859
- molar mass (g mol⁻¹) = 175.144
- SMILES = CC1=NO[C@@](ON=O)(N(C)C)O1

Cartesian coordinates (Å):
1 C -2.345 1.866 1.181
2 C -1.076 1.292 0.659
3 N -0.072 2.011 0.327
4 O 0.829 1.199 -0.363
5 C 0.142 -0.089 -0.264
6 O -0.643 -0.201 -1.473
7 N -1.647 0.892 -1.328
8 O -2.789 0.625 -1.410
9 N 0.996 -1.194 -0.199
10 C 1.812 -1.538 -1.471
11 C 1.732 -1.422 1.023
12 O -0.681 -0.032 0.776
13 H -2.641 1.306 1.969
14 H -3.124 1.473 0.505
15 H -2.202 2.874 1.330
16 H 2.061 -2.728 -1.588
17 H 1.181 -1.142 -2.205
18 H 2.700 -0.886 -1.512
19 H 2.164 -2.414 1.038
20 H 2.588 -0.754 1.196
21 H 1.014 -1.141 1.810

The Löwdin scheme yields these atomic charges, measured in e: atom 1 (C): 0.050, atom 2 (C): -0.417, atom 3 (N): 0.149, atom 4 (O): 0.039, atom 5 (C): -0.623, atom 6 (O): 0.010, atom 7 (N): -0.004, atom 8 (O): 0.114, atom 9 (N): -0.131, atom 10 (C): -0.010, atom 11 (C): -0.070, atom 12 (O): 0.135, atom 13 (H): 0.057, atom 14 (H): 0.092, atom 15 (H): 0.080, atom 16 (H): 0.144, atom 17 (H): 0.036, atom 18 (H): 0.082, atom 19 (H): 0.084, atom 20 (H): 0.088, atom 21 (H): 0.094

=====

(2)
This record from the OMol25 dataset describes C2H3NO2S in the gas phase at a distorted geometry. The level of theory is the ωB97M-V functional and the def2-TZVPD basis.

Summary:
- LUMO (eV) = -0.26
- highest occupied orbital energy (eV) = -9.409
- molar mass (g mol⁻¹) = 105.118
- SMILES = O=C(O)/C=N\S

Cartesian coordinates (Å):
1 O 0.930 1.090 -0.215
2 C 0.648 -0.088 -0.351
3 O 1.418 -0.959 -1.010
4 C -0.587 -0.748 0.157
5 N -1.614 -0.218 0.741
6 S -1.846 1.393 1.122
7 H 2.325 -0.526 -1.109
8 H -0.588 -1.851 0.059
9 H -0.685 1.906 0.606

The Löwdin scheme yields these atomic charges, measured in e: atom 1 (O): 0.048, atom 2 (C): -0.525, atom 3 (O): 0.093, atom 4 (C): -0.176, atom 5 (N): -0.382, atom 6 (S): 0.777, atom 7 (H): 0.167, atom 8 (H): 0.122, atom 9 (H): -0.124

=====

(3)
This record from the OMol25 dataset describes 11 unconnected molecules or ions with the total composition H22O11. The level of theory is the ωB97M-V functional and the def2-TZVPD basis.

Summary:
- LUMO (eV) = 0.00
- highest occupied orbital energy (eV) = -10.628
- molar mass (g mol⁻¹) = 198.165
- SMILES = O.O.O.O.O.O.O.O.O.O.O

Cartesian coordinates (Å):
1 O 0.458 2.826 1.987
2 H 0.806 2.186 1.348
3 H 0.784 3.679 1.683
4 O -2.765 0.837 -0.691
5 H -3.196 1.692 -0.592
6 H -1.972 1.017 -1.233
7 O 1.483 1.958 -2.090
8 H 2.331 2.405 -1.989
9 H 1.066 2.014 -1.216
10 O -2.608 -1.927 -0.562
11 H -3.518 -2.048 -0.272
12 H -2.420 -0.984 -0.383
13 O 0.367 0.462 0.060
14 H -0.357 0.255 0.681
15 H 0.740 -0.408 -0.176
16 O -0.650 -3.709 0.502
17 H -1.514 -3.315 0.281
18 H -0.013 -3.222 -0.043
19 O -0.982 0.999 -3.095
20 H -0.944 1.883 -3.473
21 H -0.150 0.916 -2.598
22 O 3.959 -0.032 -1.633
23 H 4.511 0.746 -1.761
24 H 3.051 0.295 -1.701
25 O 1.454 -2.043 -0.697
26 H 1.588 -2.128 -1.651
27 H 2.330 -2.185 -0.311
28 O -0.107 0.874 4.288
29 H -0.022 0.154 3.642
30 H -0.442 0.450 5.085
31 O -0.858 -0.901 2.151
32 H -0.617 -1.840 2.075
33 H -1.795 -0.905 2.384

The Löwdin scheme yields these atomic charges, measured in e: atom 1 (O): -0.058, atom 2 (H): -0.002, atom 3 (H): 0.030, atom 4 (O): -0.062, atom 5 (H): 0.057, atom 6 (H): 0.018, atom 7 (O): -0.060, atom 8 (H): 0.055, atom 9 (H): 0.028, atom 10 (O): -0.061, atom 11 (H): 0.055, atom 12 (H): 0.004, atom 13 (O): -0.079, atom 14 (H): 0.022, atom 15 (H): 0.011, atom 16 (O): -0.086, atom 17 (H): 0.000, atom 18 (H): -0.009, atom 19 (O): -0.055, atom 20 (H): 0.049, atom 21 (H): 0.002, atom 22 (O): -0.060, atom 23 (H): 0.036, atom 24 (H): -0.001, atom 25 (O): -0.035, atom 26 (H): 0.084, atom 27 (H): 0.084, atom 28 (O): -0.075, atom 29 (H): -0.005, atom 30 (H): 0.028, atom 31 (O): -0.049, atom 32 (H): 0.058, atom 33 (H): 0.078

=====

(4)
This record from the OMol25 dataset describes C2H7N3O in the gas phase at a distorted geometry. The level of theory is the ωB97M-V functional and the def2-TZVPD basis.

Summary:
- LUMO (eV) = 0.59
- highest occupied orbital energy (eV) = -7.998
- molar mass (g mol⁻¹) = 89.098
- SMILES = C/C(O)=N/NN

Cartesian coordinates (Å):
1 C 1.464 -0.972 1.009
2 C 0.520 -0.152 -0.268
3 O 1.200 0.305 -1.352
4 N -0.716 -0.114 -0.185
5 N -1.399 0.575 -1.195
6 N -2.501 1.395 -0.821
7 H 1.084 -0.862 1.958
8 H 1.241 -1.979 0.583
9 H 2.493 -0.677 0.835
10 H 2.164 0.115 -1.255
11 H -0.908 1.243 -1.834
12 H -3.095 0.861 -0.200
13 H -2.339 2.304 -0.424

The Löwdin scheme yields these atomic charges, measured in e: atom 1 (C): 0.043, atom 2 (C): -0.399, atom 3 (O): 0.031, atom 4 (N): 0.040, atom 5 (N): -0.171, atom 6 (N): -0.027, atom 7 (H): 0.017, atom 8 (H): 0.069, atom 9 (H): 0.041, atom 10 (H): 0.119, atom 11 (H): 0.124, atom 12 (H): 0.061, atom 13 (H): 0.051

=====

(5)
This record from the OMol25 dataset describes a molecular structure, C16H31NP2W at a distorted geometry. The level of theory is the ωB97M-V functional and the def2-TZVPD basis.

Summary:
- LUMO (alpha / beta) (eV) = -8.21 / -10.36
- charge = +2
- spin multiplicity = 3
- highest occupied orbital energy (alpha / beta) (eV) = -14.460 / -15.457
- molar mass (g mol⁻¹) = 483.219
- <S²> = 2.028

Cartesian coordinates (Å):
1 P 0.543 -1.952 1.340
2 P 0.475 2.098 1.687
3 C 1.605 0.060 0.185
4 C 2.050 1.286 0.896
5 H 1.213 0.369 -0.853
6 H 2.424 -0.593 -0.185
7 H 2.732 1.042 1.700
8 H 2.527 1.990 0.176
9 C -0.325 3.527 0.780
10 H -0.594 4.189 1.623
11 H -1.247 3.226 0.296
12 H 0.370 4.031 0.103
13 C 1.359 3.024 2.927
14 H 1.447 4.046 2.529
15 H 2.336 2.536 3.073
16 H 0.725 2.960 3.814
17 C -0.040 -3.529 0.634
18 H 0.249 -4.281 1.386
19 H 0.485 -3.716 -0.307
20 H -1.123 -3.467 0.464
21 C 2.207 -2.455 1.894
22 H 2.828 -1.590 2.178
23 H 2.660 -2.978 1.036
24 H 2.039 -3.143 2.731
25 W -0.600 -0.006 -0.306
26 C -0.273 1.383 -1.804
27 C -1.676 1.375 -1.448
28 C -2.721 0.608 -2.203
29 C -2.307 -0.837 -2.538
30 C -1.403 -1.384 -1.475
31 C 0.042 -1.439 -1.659
32 C 0.796 -0.772 -2.776
33 C 0.349 0.715 -2.998
34 C -0.593 -1.784 2.763
35 H 0.313 2.208 -1.396
36 H -2.032 2.263 -0.919
37 H -3.019 1.168 -3.095
38 H -3.619 0.581 -1.573
39 H -3.217 -1.448 -2.572
40 H -1.895 -0.891 -3.556
41 H -1.856 -2.142 -0.818
42 H 0.565 -2.359 -1.376
43 H 0.730 -1.357 -3.718
44 H 1.886 -0.803 -2.530
45 H 1.256 1.294 -3.261
46 H -0.289 0.774 -3.890
47 H -0.224 -1.084 3.509
48 H -0.723 -2.797 3.201
49 H -1.511 -1.352 2.455
50 N -2.843 0.835 2.371
51 C -2.078 0.574 1.504

The Löwdin scheme yields these atomic charges, measured in e: atom 1 (P): 0.844, atom 2 (P): 1.052, atom 3 (C): -0.373, atom 4 (C): -0.310, atom 5 (H): 0.027, atom 6 (H): 0.103, atom 7 (H): 0.080, atom 8 (H): 0.129, atom 9 (C): -0.191, atom 10 (H): 0.078, atom 11 (H): 0.011, atom 12 (H): 0.083, atom 13 (C): -0.216, atom 14 (H): 0.083, atom 15 (H): 0.065, atom 16 (H): 0.074, atom 17 (C): -0.224, atom 18 (H): 0.080, atom 19 (H): 0.051, atom 20 (H): 0.060, atom 21 (C): -0.195, atom 22 (H): 0.057, atom 23 (H): 0.075, atom 24 (H): 0.076, atom 25 (W): 1.381, atom 26 (C): -0.318, atom 27 (C): -0.325, atom 28 (C): -0.170, atom 29 (C): -0.152, atom 30 (C): -0.325, atom 31 (C): -0.358, atom 32 (C): -0.172, atom 33 (C): -0.152, atom 34 (C): -0.240, atom 35 (H): 0.104, atom 36 (H): 0.094, atom 37 (H): 0.137, atom 38 (H): 0.128, atom 39 (H): 0.135, atom 40 (H): 0.131, atom 41 (H): 0.129, atom 42 (H): 0.085, atom 43 (H): 0.142, atom 44 (H): 0.123, atom 45 (H): 0.134, atom 46 (H): 0.131, atom 47 (H): 0.058, atom 48 (H): 0.083, atom 49 (H): -0.033, atom 50 (N): 0.062, atom 51 (C): -0.331

=====

(6)
This record from the OMol25 dataset describes a molecular structure, C21H28O5PS3SiTc at a distorted geometry. The level of theory is the ωB97M-V functional and the def2-TZVPD basis.

Summary:
- LUMO (alpha / beta) (eV) = 2.40 / 0.64
- charge = -1
- spin multiplicity = 2
- highest occupied orbital energy (alpha / beta) (eV) = -4.811 / -4.707
- molar mass (g mol⁻¹) = 613.711
- <S²> = 1.118

Cartesian coordinates (Å):
1 Tc -0.110 -0.282 0.130
2 C -2.410 4.609 4.285
3 C -3.232 3.959 3.184
4 O -2.472 3.585 2.030
5 P -1.346 2.362 2.180
6 S 0.078 -0.229 2.326
7 S -1.120 1.988 0.151
8 O -0.043 3.225 2.681
9 C 0.670 4.170 1.869
10 C 2.067 3.652 1.609
11 H -3.054 4.855 5.137
12 H -1.940 5.529 3.921
13 H -1.615 3.944 4.628
14 H -3.979 4.659 2.822
15 H -3.758 3.083 3.577
16 H 0.694 5.110 2.418
17 H 0.140 4.332 0.932
18 H 2.641 3.602 2.539
19 H 2.598 4.293 0.895
20 H 2.001 2.644 1.199
21 O -1.118 -1.679 -3.399
22 C -1.651 -1.300 -2.374
23 O -1.236 -0.389 -1.563
24 C -2.993 -1.901 -1.958
25 C -3.692 -2.584 -2.940
26 C -4.919 -3.185 -2.680
27 C -5.468 -3.124 -1.403
28 C -4.796 -2.444 -0.405
29 C -3.551 -1.814 -0.645
30 S -2.836 -1.011 0.724
31 H -3.245 -2.622 -3.925
32 H -5.449 -3.702 -3.474
33 H -6.420 -3.599 -1.190
34 H -5.212 -2.385 0.594
35 C 1.816 -4.272 0.812
36 Si 1.068 -3.405 -0.653
37 C 0.119 -4.651 -1.638
38 C 2.463 -2.776 -1.699
39 O 0.087 -2.219 -0.150
40 H 2.583 -5.003 0.496
41 H 1.047 -4.809 1.390
42 H 2.292 -3.537 1.479
43 H 0.795 -5.436 -2.023
44 H -0.373 -4.162 -2.496
45 H -0.654 -5.135 -1.021
46 H 2.914 -3.594 -2.284
47 H 3.253 -2.319 -1.084
48 H 2.093 -2.013 -2.402
49 C 1.445 0.291 -0.298
50 C 2.735 0.805 -0.696
51 C 3.902 0.367 -0.068
52 C 5.130 0.903 -0.432
53 C 5.202 1.882 -1.417
54 C 4.040 2.314 -2.051
55 C 2.811 1.776 -1.698
56 H 3.827 -0.393 0.702
57 H 6.034 0.558 0.057
58 H 6.161 2.307 -1.692
59 H 4.095 3.071 -2.828
60 H 1.892 2.096 -2.181

The Löwdin scheme yields these atomic charges, measured in e: atom 1 (Tc): 0.935, atom 2 (C): -0.102, atom 3 (C): -0.332, atom 4 (O): -0.434, atom 5 (P): 0.431, atom 6 (S): 0.034, atom 7 (S): 0.236, atom 8 (O): -0.440, atom 9 (C): -0.331, atom 10 (C): -0.076, atom 11 (H): 0.070, atom 12 (H): 0.074, atom 13 (H): 0.059, atom 14 (H): 0.104, atom 15 (H): 0.102, atom 16 (H): 0.106, atom 17 (H): 0.072, atom 18 (H): 0.077, atom 19 (H): 0.078, atom 20 (H): 0.049, atom 21 (O): 0.053, atom 22 (C): -0.609, atom 23 (O): -0.328, atom 24 (C): -0.116, atom 25 (C): -0.027, atom 26 (C): -0.076, atom 27 (C): -0.099, atom 28 (C): -0.131, atom 29 (C): -0.557, atom 30 (S): 0.753, atom 31 (H): 0.115, atom 32 (H): 0.098, atom 33 (H): 0.097, atom 34 (H): 0.086, atom 35 (C): -0.179, atom 36 (Si): 0.210, atom 37 (C): -0.171, atom 38 (C): -0.166, atom 39 (O): -0.524, atom 40 (H): 0.029, atom 41 (H): 0.028, atom 42 (H): 0.027, atom 43 (H): 0.030, atom 44 (H): 0.026, atom 45 (H): 0.032, atom 46 (H): 0.031, atom 47 (H): 0.016, atom 48 (H): 0.039, atom 49 (C): -0.286, atom 50 (C): -0.299, atom 51 (C): -0.047, atom 52 (C): -0.084, atom 53 (C): -0.097, atom 54 (C): -0.084, atom 55 (C): -0.034, atom 56 (H): 0.118, atom 57 (H): 0.099, atom 58 (H): 0.096, atom 59 (H): 0.100, atom 60 (H): 0.122

=====

Which value of molar mass does entry 6 give?
613.711 g mol⁻¹

=====

What did the fourth record say?
This record from the OMol25 dataset describes C2H7N3O in the gas phase at a distorted geometry. The level of theory is the ωB97M-V functional and the def2-TZVPD basis.

Summary:
- LUMO (eV) = 0.59
- highest occupied orbital energy (eV) = -7.998
- molar mass (g mol⁻¹) = 89.098
- SMILES = C/C(O)=N/NN

Cartesian coordinates (Å):
1 C 1.464 -0.972 1.009
2 C 0.520 -0.152 -0.268
3 O 1.200 0.305 -1.352
4 N -0.716 -0.114 -0.185
5 N -1.399 0.575 -1.195
6 N -2.501 1.395 -0.821
7 H 1.084 -0.862 1.958
8 H 1.241 -1.979 0.583
9 H 2.493 -0.677 0.835
10 H 2.164 0.115 -1.255
11 H -0.908 1.243 -1.834
12 H -3.095 0.861 -0.200
13 H -2.339 2.304 -0.424

The Löwdin scheme yields these atomic charges, measured in e: atom 1 (C): 0.043, atom 2 (C): -0.399, atom 3 (O): 0.031, atom 4 (N): 0.040, atom 5 (N): -0.171, atom 6 (N): -0.027, atom 7 (H): 0.017, atom 8 (H): 0.069, atom 9 (H): 0.041, atom 10 (H): 0.119, atom 11 (H): 0.124, atom 12 (H): 0.061, atom 13 (H): 0.051